Here is a molecular structure, C6H4Cl2EuLuN2O3 from the Open Molecules 2025 dataset. Energies are from ωB97M-V/def2-TZVPD.

XYZ file:
```
19
Properties=species:S:1:pos:R:3:forces:R:3
Eu -0.62490 5.31222 -0.25338 -0.60 1.88 -1.04
Lu -0.62727 1.34778 -1.03024 -0.47 -0.67 -0.47
Cl -1.21262 4.83783 -2.67846 0.69 -0.59 1.71
Cl -1.57783 2.89349 0.68312 0.53 0.00 -0.32
C 0.87166 -0.43536 -0.27611 1.12 -4.77 2.91
C -0.83246 7.67762 -1.41975 -0.46 4.85 -1.72
C 0.11356 8.21898 0.72998 0.94 4.90 1.22
O 1.06678 -1.44200 0.25829 -0.56 4.66 -2.58
O -0.85995 8.79584 -1.70119 -0.09 -4.95 0.62
O 0.25299 9.36503 0.81185 -0.52 -5.29 -0.09
N -2.39250 -1.42721 -0.44163 0.02 1.32 -0.75
C -2.93566 -2.28876 -1.27729 0.34 -0.34 -0.04
C -2.44309 -2.01721 -2.54689 1.21 0.54 -1.76
C -1.53297 -0.97976 -2.46548 -1.46 0.69 1.60
N -1.66598 -0.45730 -1.12390 0.77 -1.55 -0.31
H -2.37751 -1.48107 0.56565 -0.34 0.26 0.31
H -3.57846 -3.11233 -0.98818 -0.01 0.09 0.27
H -2.66397 -2.51897 -3.46887 -0.13 -0.45 -0.08
H -0.83923 -0.49998 -3.21071 -0.97 -0.57 0.51
```
Forces are in eV/Å.

Output
net charge	+4
calculated total energy	-93357.092	eV
lowest unoccupied orbital energy (spin up / spin down)	-18.5 / -15.8	eV
spin multiplicity	7

Here is a gas-phase ion, C6H4ClN2O3 (charge -1) from the Open Molecules 2025 dataset. Energies are from ωB97M-V/def2-TZVPD.

XYZ file:
```
16
Properties=species:S:1:pos:R:3:forces:R:3
C 1.71744 -0.65697 -0.54659 0.76 0.33 -0.23
C 0.47279 -0.63329 -1.08824 -3.09 1.29 0.99
C 1.96408 -0.03883 0.68182 1.61 -1.49 -0.58
C -0.59238 0.00733 -0.41550 -1.38 1.34 3.68
C 0.92101 0.42855 1.50621 0.87 0.65 -0.94
C -0.34722 0.57297 1.02247 0.11 -1.54 -2.90
N -1.94919 0.10035 -0.63554 0.26 0.16 0.41
N -2.50858 -0.13100 -1.81885 1.72 -0.34 1.40
O -1.82925 -0.20929 -2.83241 0.83 -0.07 -1.59
O -3.70627 -0.28283 -1.81860 -1.96 0.00 -0.28
O 1.31078 0.91168 2.70510 -0.08 -0.04 1.49
Cl -1.55171 1.28587 2.11187 0.43 -0.53 -0.93
H 2.44914 -1.12523 -1.23556 0.17 0.41 1.13
H 0.07149 -1.04829 -1.96586 0.57 -0.70 -1.38
H 3.02692 -0.08602 1.01133 -1.12 0.32 0.27
H 0.55094 0.90499 3.31833 0.30 0.21 -0.54
```
Forces are in eV/Å.

Output
net charge	-1
calculated total energy	-27929.608	eV
lowest unoccupied orbital energy	3.2	eV
ΔE to the lowest compared entry with this formula, charge and spin	0.0	kcal per mole

Here is C6H4ClO2P in the gas phase from the Open Molecules 2025 dataset. Energies are from ωB97M-V/def2-TZVPD.

XYZ file:
```
14
Properties=species:S:1:pos:R:3:forces:R:3
C -1.43127 0.81577 0.32101 -1.53 0.46 1.75
C -1.35575 -0.50162 0.53535 -0.20 1.11 -1.34
C -0.26351 1.61349 0.04454 -0.28 0.92 -1.94
C -0.30314 -1.23667 -0.05560 3.83 3.66 0.69
C -0.32563 -2.03443 -1.28570 -1.12 0.01 -3.43
C 0.99712 1.13773 -0.20587 -0.69 1.31 0.27
O -0.22514 -2.58644 -0.18042 -0.44 -5.26 2.00
O 2.36031 -0.82998 1.09588 -0.59 -0.37 -1.14
P 1.45764 -0.61541 -0.07329 0.28 1.48 1.57
Cl 2.31930 2.30750 -0.26551 -0.46 -0.59 -0.24
H -2.41979 1.35160 0.61191 2.04 -0.86 -0.48
H -2.14406 -1.00778 0.95417 -1.87 -1.28 0.84
H -0.62698 2.67395 -0.13560 1.59 -0.97 0.58
H 1.96089 -1.08771 -1.36085 -0.56 0.38 0.87
```
Forces are in eV/Å.

Output
calculated total energy	-32187.752	eV
lowest unoccupied orbital energy	-0.8	eV
ΔE to the lowest compared entry with this formula, charge and spin	45.4	kcal per mole

Here is 2 unconnected molecules or ions with the total composition C6H4F3NOS from the Open Molecules 2025 dataset. Energies are from ωB97M-V/def2-TZVPD.

XYZ file:
```
16
Properties=species:S:1:pos:R:3:forces:R:3
C 0.34727 -1.01304 -0.87579 -0.59 0.72 0.86
C -0.68472 -0.29829 -0.17700 3.40 -0.86 -0.08
C 1.56504 -0.86331 -0.31452 1.99 -0.67 0.23
C -0.17349 0.36689 0.90261 -0.26 0.12 1.04
C -0.89137 1.17043 1.80773 -0.98 0.53 -0.35
C -2.40528 1.12311 1.91206 -0.02 -1.29 0.01
N -1.02357 2.99445 0.46412 1.52 -0.34 -1.70
O -0.40141 2.75213 -0.48069 -1.28 0.50 1.71
F -2.94875 1.81171 2.90885 0.59 0.44 0.56
F -2.92022 -0.15457 2.05320 0.78 0.57 -0.15
F -2.97921 1.59368 0.80144 -0.52 0.03 -0.88
S 1.55753 0.13978 1.11778 -0.87 -0.36 -1.29
H 0.14099 -1.62637 -1.71362 0.00 -0.47 -0.68
H -1.66734 -0.47760 -0.38366 -2.56 0.13 -0.47
H 2.51678 -1.39378 -0.61160 -1.29 0.89 0.34
H -0.35876 1.78819 2.48930 0.09 0.06 0.86
```
Forces are in eV/Å.

Output
calculated total energy	-28808.581	eV
lowest unoccupied orbital energy (spin up / spin down)	-0.1 / -0.7	eV
ΔE to the lowest compared entry with this formula, charge and spin	24.0	kcal per mole

Here is C6H4FN in the gas phase from the Open Molecules 2025 dataset. Energies are from ωB97M-V/def2-TZVPD.

XYZ file:
```
12
Properties=species:S:1:pos:R:3:forces:R:3
C 1.14750 0.30348 -1.44903 -0.51 -0.70 0.13
C -0.28119 0.68094 -1.30716 0.35 -0.70 1.95
C -1.07908 0.57281 -0.22786 -0.26 0.42 0.46
C -0.74234 -0.15808 0.94859 0.51 -0.32 0.78
C -0.54089 -0.76642 1.98208 -0.51 0.96 -1.66
C -0.29091 -1.48042 3.11574 0.38 0.03 -0.17
H 1.54214 -0.24476 -0.60091 -0.08 0.09 0.16
H 1.21757 -0.31363 -2.32455 0.19 -0.49 -0.50
H 1.74765 1.16866 -1.65427 0.25 0.63 0.07
H -2.02608 1.12845 -0.10068 0.41 -0.54 -0.79
N 0.05780 -2.08587 4.02400 -0.02 -0.43 0.74
F -0.75218 1.19485 -2.40595 -0.70 1.04 -1.15
```
Forces are in eV/Å.

Output
calculated total energy	-10491.597	eV
lowest unoccupied orbital energy	0.1	eV
ΔE to the lowest compared entry with this formula, charge and spin	34.1	kcal per mole

Here is C6H4FNO in the gas phase from the Open Molecules 2025 dataset. Energies are from ωB97M-V/def2-TZVPD.

XYZ file:
```
13
Properties=species:S:1:pos:R:3:forces:R:3
C -1.74068 1.29084 0.00212 1.71 2.84 1.69
C -0.58703 1.65635 0.37407 -5.69 -0.02 -1.39
C -2.21735 0.08858 -0.37011 6.26 -5.25 -0.67
C 1.30373 -1.39125 0.28718 -1.25 1.98 -1.36
C 0.66256 1.12877 0.40193 4.71 -1.05 0.87
C 0.33285 -0.32920 -0.43148 1.87 0.04 2.52
N -0.90552 -0.92410 -0.45232 -6.14 2.94 -0.29
O 2.19885 -1.10907 1.01476 0.22 -0.37 0.26
F -3.35973 -0.49404 -0.55736 0.26 0.65 0.30
H 0.95892 -2.32865 -0.09233 0.40 -1.63 0.28
H 1.44840 1.66858 -0.25825 -1.23 -0.88 1.27
H 1.16910 0.93527 1.50005 -1.30 0.50 -2.70
H 0.73591 -0.19207 -1.41826 0.18 0.25 -0.79
```
Forces are in eV/Å.

Output
calculated total energy	-12534.020	eV
lowest unoccupied orbital energy (spin up / spin down)	-1.0 / -0.8	eV
ΔE to the lowest compared entry with this formula, charge and spin	82.5	kcal per mole

Here is C6H4FNO2 in the gas phase from the Open Molecules 2025 dataset. Energies are from ωB97M-V/def2-TZVPD.

XYZ file:
```
14
Properties=species:S:1:pos:R:3:forces:R:3
C -0.20310 1.09019 -0.13055 2.29 5.74 -1.09
C 1.19268 1.21350 -0.29742 1.14 1.35 0.25
C 1.93326 0.10193 0.07868 -2.04 -0.52 -0.12
C 1.22500 -1.10155 0.31922 -0.05 -2.04 -1.20
C -0.16500 -1.26171 0.12995 0.75 -0.23 -0.28
C -0.81483 -0.04270 -0.11417 -3.59 -5.03 1.42
H 1.67260 2.19918 -0.68285 -1.09 -1.78 1.15
H 2.98606 0.00574 0.21763 0.61 0.58 -0.42
H 1.88327 -2.00298 0.31037 -0.82 0.64 0.70
H -0.81225 -2.21627 0.12862 1.59 1.62 0.15
N -2.29020 -0.06872 -0.01238 -2.56 0.79 1.10
O -2.78761 0.95197 0.69958 0.97 -5.62 -3.43
O -2.87569 -1.09264 -0.55932 1.67 4.58 2.46
F -0.94420 2.22407 -0.08737 1.14 -0.07 -0.68
```
Forces are in eV/Å.

Output
calculated total energy	-14584.319	eV
lowest unoccupied orbital energy	-1.1	eV
ΔE to the lowest compared entry with this formula, charge and spin	114.0	kcal per mole

Here is 3 unconnected molecules or ions with the total composition C6H4IN4O2 from the Open Molecules 2025 dataset. Energies are from ωB97M-V/def2-TZVPD.

XYZ file:
```
17
Properties=species:S:1:pos:R:3:forces:R:3
C -2.08915 0.59601 0.35188 -4.41 -1.54 2.76
C -1.41062 1.02531 -1.75302 -0.19 -0.40 2.95
C -0.81245 0.53841 0.76334 4.86 -0.57 2.63
C 0.15289 0.57667 -0.25583 0.23 -0.32 1.41
C -0.04869 -2.51861 -0.24689 -0.07 -0.08 -0.10
C 0.00384 0.27157 2.03781 -0.33 -0.54 -0.11
N -2.44095 0.80492 -0.87135 0.49 0.78 -2.75
N -0.13343 0.88768 -1.49066 0.04 0.35 -2.38
N 1.36341 0.25746 0.21370 -1.44 -0.14 1.03
N 1.28118 0.11779 1.60632 -3.04 0.52 -1.08
O -0.97308 -2.58043 -0.90201 -2.62 -0.09 -1.82
O 0.87847 -2.49116 0.39852 2.64 -0.15 1.92
I 4.65036 0.73888 -0.11595 0.20 -0.05 0.04
H -3.03168 0.29882 1.03062 2.39 0.93 -0.97
H -1.67615 1.43957 -2.66059 -0.53 0.39 -2.03
H 2.22843 0.34342 -0.23286 2.16 0.29 -0.88
H 2.05764 -0.30630 2.12700 -0.40 0.62 -0.61
```
Forces are in eV/Å.

Output
net charge	-1
calculated total energy	-24443.874	eV
lowest unoccupied orbital energy	2.9	eV
ΔE to the lowest compared entry with this formula, charge and spin	48.8	kcal per mole